DFT (wB97M-V/def2-TZVPD) results for a single CHO2PS molecule at a distorted geometry.

Calculated values
* frontier orbital gap: 9.19 eV
* LUMO: -1.006 eV
* relative energy (zero: lowest compared OMol25 entry of this formula, charge and spin): 38.43 kJ/mol
* SMILES: O=CSP=O
* molar mass: 108.06 g mol⁻¹
* HOMO: -10.20 eV
* net charge: 0
* electronic energy: -25271.9543 eV
* F_max: 1.63 eV/A

Bonds (Å) are listed after each position.
Geometry (Å):
1 O -0.971 -1.507 -0.291  C2 1.176
2 C -0.837 -0.405 0.096  O1 1.176, S3 1.836, H6 1.096
3 S -0.477 1.006 -1.023  C2 1.836, P4 2.137
4 P 1.549 1.084 -0.349  S3 2.137, O5 1.453
5 O 1.677 -0.130 0.438  P4 1.453
6 H -0.941 -0.049 1.127  C2 1.096